[1]
90
Properties=species:S:1:pos:R:3 method="wB97M-V/def2-TZVPD" relative_energy_kcal_mol=100.3 multiplicity=1 e_tot_ha=-1452.64683 e_homo_ev=-7.9 lumo_energy_ev=0.592 homo_lumo_gap_ev=8.47 smiles=CC1(C)CCCC(C)(C)N1O.CC1(C)CCCC(C)(C)N1O.CC1(C)CCCC(C)(C)N1O
C 3.86 4.04 2.33
C 3.20 2.88 3.14
C 3.60 1.41 2.66
C 3.75 3.07 4.55
C 3.03 2.36 5.69
C 1.57 2.50 5.67
C 1.02 2.21 4.21
C 0.76 0.71 3.92
C -0.46 2.97 4.24
N 1.74 2.97 3.15
O 1.17 2.81 1.91
H 4.93 3.79 2.30
H 3.57 4.01 1.28
H 3.73 5.06 2.69
H 3.99 0.73 3.42
H 2.92 0.92 1.96
H 4.51 1.47 2.06
H 4.75 2.66 4.40
H 4.08 4.09 4.78
H 3.36 1.35 5.42
H 3.53 2.70 6.59
H 1.30 3.50 6.00
H 1.22 1.69 6.31
H 0.09 0.57 3.07
H 0.31 0.20 4.77
H 1.67 0.12 3.79
H -0.44 3.98 4.64
H -1.20 2.46 4.85
H -0.81 3.04 3.21
H 0.96 3.75 1.85
C 0.84 -5.10 -2.51
C 0.52 -3.60 -2.33
C -0.23 -3.20 -1.01
C 1.93 -2.96 -2.12
C 2.59 -2.91 -3.50
C 1.79 -1.93 -4.40
C 0.28 -2.41 -4.55
C -0.63 -1.30 -5.00
C 0.33 -3.46 -5.64
N -0.30 -2.96 -3.32
O -1.49 -3.54 -3.37
H 0.22 -5.86 -2.03
H 0.85 -5.48 -3.54
H 1.82 -5.45 -2.19
H -0.70 -2.22 -0.96
H -1.01 -3.92 -0.74
H 0.39 -3.12 -0.12
H 1.83 -1.93 -1.77
H 2.52 -3.57 -1.43
H 3.64 -2.61 -3.39
H 2.67 -3.94 -3.84
H 2.37 -2.00 -5.32
H 1.91 -0.90 -4.06
H -0.76 -0.59 -4.19
H -1.57 -1.68 -5.40
H -0.26 -0.59 -5.74
H 0.71 -4.46 -5.43
H 0.89 -3.03 -6.47
H -0.65 -3.44 -6.11
H -1.70 -3.03 -2.59
C -3.31 -1.99 0.02
C -3.38 -0.52 -0.16
C -4.86 -0.04 -0.50
C -3.08 0.03 1.30
C -2.97 1.52 1.46
C -1.87 1.91 0.53
C -2.08 1.44 -1.01
C -3.17 2.26 -1.83
C -0.70 1.62 -1.55
N -2.38 -0.03 -1.11
O -2.58 -0.54 -2.36
H -4.19 -2.32 0.56
H -3.25 -2.61 -0.88
H -2.39 -2.37 0.47
H -5.20 -0.07 -1.53
H -5.53 -0.62 0.14
H -5.02 1.02 -0.27
H -3.90 -0.29 1.94
H -2.19 -0.47 1.66
H -3.89 2.08 1.29
H -2.71 1.66 2.51
H -1.11 1.18 0.81
H -1.57 2.95 0.60
H -2.74 2.98 -2.52
H -3.97 2.84 -1.36
H -3.72 1.53 -2.42
H -0.72 1.27 -2.58
H 0.03 0.96 -1.09
H -0.37 2.64 -1.34
H -1.68 -0.85 -2.51

***

[2]
91
Properties=species:S:1:pos:R:3 method="wB97M-V/def2-TZVPD" multiplicity=1 e_tot_ha=-1476.73539 e_homo_ev=-10.4 lumo_energy_ev=-2.586 charge=+1 homo_lumo_gap_ev=7.86
Rb -1.55 -0.45 -1.21
C 3.70 0.32 -1.96
C 2.65 -0.76 -1.66
C 3.35 -2.14 -1.71
C 4.08 -2.45 -0.43
C 3.14 -2.43 0.76
C 2.55 -1.04 0.98
N 2.04 -0.61 -0.34
O 1.36 0.63 -0.23
C 1.40 -1.11 1.93
C 3.65 -0.10 1.51
C 1.55 -0.75 -2.70
H 4.54 0.31 -1.27
H 3.25 1.32 -1.92
H 4.10 0.23 -2.97
H 2.55 -2.88 -1.88
H 3.99 -2.22 -2.58
H 5.00 -1.87 -0.30
H 4.53 -3.46 -0.46
H 3.69 -2.80 1.62
H 2.29 -3.09 0.56
H 1.77 -1.18 2.96
H 0.77 -0.22 1.93
H 0.80 -2.00 1.73
H 4.66 -0.36 1.18
H 3.51 0.95 1.26
H 3.63 -0.16 2.60
H 1.07 0.23 -2.73
H 0.81 -1.47 -2.36
H 1.88 -1.05 -3.69
H 2.02 1.32 -0.11
C -4.20 -3.85 2.17
C -2.92 -2.98 1.97
C -1.97 -3.20 3.15
C -1.11 -4.45 3.09
C -0.46 -4.66 1.73
C -1.35 -4.40 0.52
N -2.24 -3.25 0.73
O -3.01 -2.96 -0.42
C -0.53 -4.13 -0.75
C -2.16 -5.68 0.19
C -3.36 -1.52 2.02
H -3.91 -4.79 2.64
H -4.70 -4.13 1.23
H -4.94 -3.38 2.80
H -1.39 -2.28 3.29
H -2.57 -3.16 4.07
H -1.70 -5.31 3.40
H -0.31 -4.30 3.81
H -0.20 -5.72 1.71
H 0.53 -4.23 1.56
H -1.09 -4.44 -1.64
H -0.37 -3.06 -0.96
H 0.45 -4.61 -0.73
H -2.90 -5.90 0.96
H -2.70 -5.62 -0.76
H -1.55 -6.58 0.11
H -3.91 -1.32 2.94
H -4.13 -1.31 1.26
H -2.58 -0.79 1.82
H -3.84 -3.45 -0.31
C -2.02 4.22 -2.67
C -0.58 4.09 -2.14
C 0.20 5.30 -2.66
C 0.02 6.55 -1.83
C 0.37 6.25 -0.36
C -0.48 5.16 0.27
N -0.62 4.07 -0.68
O -1.35 2.97 -0.19
C 0.21 4.65 1.54
C -1.84 5.74 0.69
C 0.09 2.82 -2.63
H -2.52 5.06 -2.20
H -2.66 3.34 -2.48
H -2.10 4.37 -3.75
H 1.26 5.03 -2.64
H -0.02 5.51 -3.70
H -1.01 6.92 -1.86
H 0.70 7.34 -2.14
H 0.16 7.17 0.19
H 1.45 6.13 -0.23
H 1.05 4.00 1.31
H 0.61 5.53 2.06
H -0.48 4.16 2.22
H -1.68 6.53 1.42
H -2.34 6.24 -0.15
H -2.50 4.98 1.09
H 1.02 2.64 -2.08
H 0.28 2.86 -3.70
H -0.56 1.96 -2.46
H -2.27 3.17 -0.38